(1)
{
  "formula": "C17H22N6STl",
  "method": "ωB97M-V/def2-TZVPD",
  "lumo_energy_ev": -3.1,
  "charge": 1,
  "de_lowest_kj_mol": 8.5,
  "largest_force_ev_per_a": 3.541,
  "gap_ev": 7.50,
  "homo_energy_ev": -10.598,
  "elements": ["Tl", "N", "C", "C", "C", "C", "C", "C", "S", "N", "C", "C", "C", "C", "C", "C", "N", "H", "H", "H", "H", "H", "H", "H", "H", "H", "C", "N", "C", "C", "N", "N", "C", "C", "H", "H", "H", "H", "H", "H", "H", "H", "H", "H", "H", "H", "H"],
  "coordinates": [[-0.354340, -1.296654, -0.502007], [3.869349, 0.649022, 0.602739], [4.660771, 0.307382, -0.573435], [5.987585, -0.055955, -0.347780], [6.746114, -0.236620, -1.508251], [6.161413, -0.175675, -2.762400], [4.795917, 0.005520, -2.911168], [4.055996, 0.362045, -1.784858], [2.426814, 0.965167, -1.935641], [1.803326, 0.294380, -0.497657], [2.527135, 0.293720, 0.535451], [1.894302, -0.134278, 1.834314], [2.640515, -0.266501, 3.009522], [1.995450, -0.490703, 4.206693], [0.605150, -0.657745, 4.208748], [-0.070736, -0.641169, 2.999967], [0.535648, -0.346328, 1.864229], [4.302187, 0.610076, 1.511564], [6.399768, -0.295024, 0.629583], [7.775794, -0.622004, -1.409799], [6.805043, -0.386224, -3.646094], [4.358386, 0.031370, -3.905028], [3.688689, -0.151370, 3.022266], [2.558087, -0.395111, 5.136475], [0.050367, -0.766294, 5.135038], [-1.107547, -0.998317, 2.959037], [-2.619069, 0.194338, -2.861541], [-3.667084, -0.013011, -1.876111], [-4.596281, -1.118097, -2.194916], [-3.389395, 0.310050, -0.537981], [-2.151321, 0.361209, -0.172236], [-4.455525, 0.502756, 0.290748], [-5.721018, 0.954083, -0.205534], [-4.284071, 0.587492, 1.789852], [-3.066013, 0.245855, -3.873006], [-1.926894, -0.627313, -2.743355], [-2.103540, 1.094464, -2.582042], [-4.165258, -2.053229, -2.348219], [-5.098489, -0.894410, -3.141796], [-5.293517, -1.162880, -1.329891], [-1.862775, 0.906027, 0.654800], [-5.488381, 1.397911, -1.177534], [-6.146780, 1.720298, 0.435128], [-6.325432, 0.058763, -0.356932], [-3.927524, 1.628802, 2.001122], [-3.583747, -0.185246, 2.143493], [-5.239059, 0.489425, 2.214447]],
  "atomic_forces_ev_per_a": [[0.13, -0.23, -0.12], [-1.02, -0.38, -1.51], [0.33, 0.51, 3.49], [-0.02, -0.31, -1.63], [0.59, -0.90, 0.94], [0.62, -0.68, -1.07], [0.44, 0.78, -0.15], [0.27, -0.11, -1.60], [-0.16, -0.17, 0.22], [-0.81, 0.24, -0.80], [0.69, -0.17, 1.82], [-1.18, -0.20, 0.95], [-1.03, 0.09, -0.75], [-1.02, 0.51, 0.53], [0.69, 0.14, 0.55], [0.25, -0.63, 0.16], [1.43, 0.12, -1.01], [0.17, -0.03, -0.38], [-0.19, 0.40, -0.10], [-0.52, 0.60, -0.13], [-0.70, 0.22, 0.72], [-0.07, -0.10, 0.19], [0.96, 0.06, 0.02], [-0.21, -0.41, -0.21], [0.15, -0.17, -0.11], [0.24, 0.59, -0.12], [-0.55, -0.23, 0.50], [-0.57, -0.22, 0.61], [-1.27, 2.47, 1.03], [-0.68, -0.44, -0.35], [1.47, 0.62, 0.54], [1.17, -0.21, 1.56], [0.30, -0.18, -1.12], [1.71, 1.07, -2.25], [0.38, -0.06, 0.58], [0.50, -0.33, -0.73], [0.27, 0.47, -0.30], [1.35, -1.66, 0.09], [-0.30, 0.19, 0.35], [0.24, -0.38, -1.07], [-0.92, -0.41, -0.42], [-0.59, 0.01, 0.00], [-0.22, -0.20, 0.12], [-0.82, 0.60, 0.16], [-0.02, -0.93, 0.25], [-0.30, 0.42, -0.11], [-1.18, -0.39, 0.63]],
  "mulliken_charge": [0.70, -0.26, 0.55, -0.74, -0.40, -0.52, -0.53, 0.35, -0.18, -0.31, 0.49, 0.78, -0.75, -0.55, -0.69, -0.13, -0.15, 0.22, 0.31, 0.32, 0.34, 0.39, 0.37, 0.40, 0.40, 0.36, -0.90, 0.09, -1.00, 0.63, -0.61, 0.07, -1.17, -1.14, 0.29, 0.20, 0.34, 0.37, 0.31, 0.30, 0.17, 0.39, 0.50, 0.27, 0.35, 0.27, 0.49]
}

(2)
{
  "formula": "C26H36N4O5",
  "method": "ωB97M-V/def2-TZVPD",
  "lumo_energy_ev": 0.7,
  "de_lowest_kj_mol": 63.6,
  "smiles": "CCc1ccc([C@H](C(=O)NC2CCCC2)N(CCOC)C(=O)CCC(=O)Nc2cc(C)on2)cc1",
  "largest_force_ev_per_a": 1.205,
  "gap_ev": 9.63,
  "homo_energy_ev": -8.908,
  "elements": ["C", "H", "H", "H", "C", "C", "C", "C", "C", "C", "C", "H", "H", "C", "N", "C", "O", "C", "H", "C", "C", "O", "N", "C", "N", "O", "C", "C", "H", "C", "H", "H", "H", "H", "H", "H", "H", "C", "C", "O", "C", "H", "H", "H", "H", "H", "H", "H", "H", "C", "O", "N", "H", "C", "H", "C", "H", "C", "C", "H", "C", "H", "H", "H", "H", "H", "H", "H", "H", "H", "H"],
  "coordinates": [[-8.116059, -0.689452, -0.718990], [-9.051379, -1.214644, -0.897651], [-8.196137, -0.145634, 0.219638], [-7.962734, 0.031139, -1.518993], [-6.949151, -1.677539, -0.663744], [-5.659249, -0.948793, -0.422018], [-4.908821, -0.456639, -1.480393], [-3.738671, 0.249929, -1.264937], [-3.289323, 0.485713, 0.026246], [-4.047183, 0.005481, 1.091331], [-5.211685, -0.703086, 0.869917], [-5.780789, -1.069874, 1.712218], [-3.718965, 0.177998, 2.106434], [-2.017210, 1.255192, 0.360412], [-1.256410, 0.573291, 1.396003], [-0.743089, -0.673307, 1.274327], [-0.087424, -1.178405, 2.177541], [-1.038599, -1.428286, -0.007185], [-0.848289, -0.801400, -0.878583], [-0.236104, -2.731602, -0.105494], [1.191277, -2.481469, -0.558530], [1.572047, -2.700546, -1.686601], [1.987296, -1.972583, 0.426336], [3.317354, -1.658382, 0.285533], [3.960676, -1.032753, 1.245893], [5.243423, -0.873603, 0.823459], [5.379175, -1.405272, -0.404145], [4.185502, -1.924698, -0.808342], [3.933208, -2.412503, -1.723565], [6.708821, -1.341448, -1.056543], [7.418751, -1.973078, -0.524152], [7.086780, -0.320988, -1.035148], [6.629330, -1.681111, -2.084405], [1.562451, -1.755100, 1.325493], [-0.702874, -3.383217, -0.844229], [-0.234094, -3.227177, 0.866638], [-2.103279, -1.672985, -0.002957], [-1.004521, 1.295938, 2.629475], [0.104237, 2.350785, 2.467060], [1.299712, 1.823558, 1.947957], [2.068126, 1.074789, 2.872371], [1.531114, 0.187424, 3.215005], [2.340763, 1.693698, 3.733371], [2.963991, 0.752863, 2.345005], [0.280531, 2.830629, 3.439691], [-0.213182, 3.115871, 1.750827], [-0.709208, 0.558488, 3.378843], [-1.919834, 1.793038, 2.961117], [-2.349492, 2.207663, 0.798649], [-1.171643, 1.701903, -0.856575], [-1.702642, 2.197840, -1.830712], [0.155261, 1.543848, -0.736127], [0.574203, 1.280710, 0.148595], [1.080171, 2.056111, -1.727612], [0.469901, 2.321526, -2.594326], [1.857892, 3.274927, -1.186774], [1.490542, 4.210990, -1.603458], [3.321630, 3.008167, -1.531050], [3.426262, 1.492303, -1.408452], [4.324427, 1.088149, -1.873051], [2.149813, 1.010115, -2.093416], [1.856698, 0.007697, -1.787821], [2.294465, 0.999250, -3.173893], [3.419586, 1.211945, -0.354454], [4.003989, 3.534433, -0.865582], [3.532252, 3.313324, -2.557337], [1.744954, 3.310440, -0.102160], [-3.185414, 0.629164, -2.107773], [-5.240405, -0.630608, -2.493728], [-7.124614, -2.397785, 0.137994], [-6.894655, -2.222430, -1.608184]],
  "atomic_forces_ev_per_a": [[0.03, -0.21, -0.01], [-0.14, 0.02, -0.02], [-0.04, 0.08, 0.07], [-0.02, 0.10, -0.06], [-0.12, 0.19, 0.00], [0.02, -0.16, -0.05], [-0.03, -0.09, 0.14], [0.04, 0.09, -0.03], [-0.19, 0.15, -0.10], [0.07, 0.11, -0.10], [0.00, 0.00, -0.02], [-0.07, -0.06, 0.09], [0.05, 0.00, 0.12], [-0.14, 0.02, -0.31], [0.03, 0.36, 0.25], [-0.21, -0.06, -0.33], [0.10, -0.22, 0.21], [0.12, -0.42, 0.10], [-0.11, -0.02, 0.00], [-0.03, 0.09, -0.08], [-0.45, -0.19, 0.19], [0.11, -0.04, -0.27], [0.07, 0.22, 0.55], [1.07, 0.24, -0.21], [-1.13, -0.23, 0.37], [0.69, -0.05, -0.52], [-0.67, -0.28, -0.20], [0.42, 0.21, 0.22], [0.02, -0.08, -0.21], [-0.05, 0.07, 0.26], [0.07, -0.03, -0.02], [0.05, 0.05, -0.06], [0.01, -0.01, -0.05], [-0.10, -0.11, -0.13], [0.11, 0.05, 0.03], [-0.04, -0.02, -0.06], [0.06, 0.06, -0.04], [0.51, 0.11, 0.26], [-0.30, -0.04, 0.05], [-0.12, 0.00, -0.18], [0.21, -0.09, 0.16], [0.01, 0.03, 0.01], [0.00, 0.04, 0.00], [-0.07, 0.03, 0.14], [-0.02, 0.02, -0.09], [-0.01, 0.01, 0.10], [-0.11, 0.17, -0.05], [0.00, -0.02, -0.02], [0.14, -0.15, -0.03], [0.07, -0.15, 0.39], [-0.32, 0.23, -0.22], [0.19, -0.02, 0.11], [-0.18, 0.02, 0.07], [-0.13, 0.06, -0.30], [0.13, -0.04, 0.14], [0.05, 0.12, -0.12], [-0.07, 0.06, 0.05], [0.01, -0.02, 0.13], [0.07, 0.06, -0.20], [0.06, -0.07, 0.07], [0.09, -0.02, 0.06], [-0.05, -0.09, -0.09], [0.00, -0.03, -0.06], [0.06, -0.07, 0.12], [0.07, 0.08, -0.04], [0.06, 0.04, -0.06], [-0.02, 0.04, 0.02], [0.05, 0.03, -0.03], [-0.04, -0.04, -0.13], [0.03, -0.06, -0.06], [0.02, -0.08, 0.05]],
  "mulliken_charge": [-1.13, 0.38, 0.33, 0.33, -1.15, 0.91, -1.04, -0.08, -0.65, -0.44, -0.91, 0.38, 0.35, 0.68, 0.61, 0.73, -0.78, -0.02, 0.43, -1.32, 0.45, -0.64, 0.06, 0.19, -0.66, -0.24, -0.01, 0.42, 0.50, -1.39, 0.39, 0.34, 0.32, 0.27, 0.44, 0.45, 0.09, -1.31, -0.73, -0.19, -0.67, 0.29, 0.34, 0.15, 0.68, 0.24, 0.62, 0.44, 0.69, 0.05, -0.75, 0.50, -0.57, -0.41, 0.86, -0.58, 0.39, -0.97, 0.15, 0.40, -0.45, -0.27, 0.38, -0.23, 0.41, 0.35, -0.03, 0.53, 0.40, 0.36, 0.37]
}